Entry 1:
Computed, not measured: C41H80AlF3O13S as an isolated structure in a non-equilibrium geometry, with ωB97M-V/def2-TZVPD.

E_HOMO in Eh: -0.4538
Energy relative to the best compared isomer or geometry (same formula, charge and spin) in kcal per mole: 148.0
Kohn-Sham gap in Eh: 0.0405
DFT total energy in eV: -95985.531
Largest force on an atom in eV Å⁻¹: 3.2

```
! wB97M-V def2-TZVPD RIJCOSX def2/J DEFGRID3
* xyz 2 1
Al 0.99 5.59 1.46
C 0.15 -2.02 -1.51
F -0.33 -1.97 -2.74
F -0.29 -3.20 -1.04
F 1.50 -2.00 -1.49
S -0.69 -0.56 -0.41
O -2.04 -0.96 -0.05
O 0.17 -0.40 0.79
O -0.58 0.68 -1.16
C -4.07 2.67 7.02
C -4.88 3.88 6.74
C -4.67 4.14 5.21
O -3.40 3.48 4.95
C -3.36 2.28 5.73
H -4.64 1.77 7.28
H -3.38 2.86 7.84
H -4.43 4.71 7.28
H -5.93 3.76 6.98
H -4.60 5.22 5.06
H -5.47 3.71 4.61
H -2.36 1.95 6.02
H -3.82 1.43 5.22
C -2.03 -4.76 7.62
C -2.31 -4.35 9.05
C -1.03 -3.58 9.51
O -0.36 -3.24 8.33
C -0.57 -4.26 7.30
H -2.70 -4.24 6.95
H -2.09 -5.83 7.42
H -2.55 -5.16 9.75
H -3.21 -3.74 9.09
H -0.38 -4.24 10.08
H -1.18 -2.76 10.22
H 0.12 -5.10 7.42
H -0.43 -3.89 6.29
C -8.83 -3.19 2.61
C -10.02 -4.07 3.12
C -10.37 -3.41 4.43
O -9.91 -2.06 4.24
C -8.68 -2.07 3.61
H -9.08 -2.82 1.62
H -7.87 -3.70 2.51
H -9.71 -5.10 3.30
H -10.87 -4.00 2.44
H -9.93 -3.86 5.32
H -11.45 -3.42 4.59
H -7.89 -2.20 4.35
H -8.61 -1.13 3.06
C 5.09 -2.57 -9.97
C 3.92 -2.97 -9.08
C 4.41 -4.15 -8.19
O 5.83 -3.98 -8.24
C 6.24 -3.54 -9.54
H 5.36 -1.56 -9.66
H 4.81 -2.55 -11.02
H 3.07 -3.24 -9.71
H 3.62 -2.16 -8.42
H 4.13 -5.11 -8.62
H 4.13 -4.13 -7.14
H 6.47 -4.34 -10.24
H 7.18 -3.01 -9.45
C -1.55 1.67 -10.83
C -2.58 1.57 -9.77
C -1.82 2.00 -8.60
O -0.92 3.03 -9.13
C -0.61 2.79 -10.49
H -2.04 1.73 -11.80
H -1.02 0.72 -10.94
H -3.03 0.59 -9.62
H -3.39 2.29 -9.87
H -1.27 1.20 -8.11
H -2.41 2.54 -7.86
H 0.44 2.52 -10.59
H -0.86 3.60 -11.17
C -6.77 6.35 -1.60
C -6.31 7.70 -1.88
C -5.26 7.96 -0.77
O -4.57 6.67 -0.71
C -5.44 5.62 -1.28
H -7.18 5.86 -2.48
H -7.46 6.37 -0.76
H -7.14 8.40 -1.85
H -5.86 7.73 -2.87
H -5.75 8.14 0.19
H -4.63 8.79 -1.08
H -5.56 4.75 -0.64
H -4.99 5.26 -2.20
C 2.39 -11.40 -5.04
C 1.02 -10.78 -5.15
C 0.94 -9.77 -4.03
O 2.22 -9.72 -3.48
C 3.18 -10.25 -4.40
H 2.87 -11.69 -5.98
H 2.32 -12.25 -4.37
H 0.28 -11.56 -4.98
H 0.82 -10.31 -6.11
H 0.16 -9.99 -3.29
H 0.79 -8.82 -4.54
H 4.06 -10.67 -3.93
H 3.45 -9.44 -5.08
C 2.75 4.37 9.63
C 2.60 2.97 9.12
C 2.97 3.07 7.67
O 2.31 4.27 7.32
C 2.28 5.16 8.44
H 3.78 4.66 9.87
H 2.26 4.53 10.59
H 1.59 2.62 9.30
H 3.18 2.24 9.68
H 2.67 2.18 7.12
H 4.05 3.16 7.56
H 1.29 5.57 8.64
H 3.01 5.95 8.25
C 7.57 0.95 3.26
C 8.28 2.26 3.61
C 7.30 3.30 3.12
O 6.10 2.65 2.55
C 6.54 1.34 2.20
H 7.16 0.54 4.19
H 8.34 0.26 2.89
H 9.24 2.34 3.10
H 8.38 2.39 4.69
H 7.80 3.94 2.39
H 7.00 3.90 3.98
H 6.98 1.27 1.20
H 5.75 0.58 2.18
C 6.92 3.75 -4.23
C 5.82 2.99 -4.99
C 4.62 2.98 -4.06
O 4.81 4.10 -3.17
C 6.12 4.70 -3.40
H 7.59 4.24 -4.95
H 7.50 3.02 -3.66
H 6.15 1.96 -5.11
H 5.63 3.38 -5.99
H 4.64 2.09 -3.44
H 3.72 3.02 -4.67
H 6.70 4.95 -2.51
H 5.92 5.59 -4.00
*
```

These are the Mulliken partial charges, in e, on atoms 1 to 4:
1 Al 0.9980
2 C 0.6500
3 F -0.1920
4 F -0.2039

***

Entry 2:
Computed, not measured: a 3-piece molecular cluster, C4H8N2 overall in a non-equilibrium geometry, with ωB97M-V/def2-TZVPD.

E_HOMO in Eh: -0.3111
Energy relative to the best compared isomer or geometry (same formula, charge and spin) in kcal per mole: 81.3
Kohn-Sham gap in Eh: 0.3355
DFT total energy in eV: -7254.349
Largest force on an atom in eV Å⁻¹: 1.1

```
! wB97M-V def2-TZVPD RIJCOSX def2/J DEFGRID3
* xyz 0 1
C 2.05 0.01 0.43
C 0.56 0.11 0.49
N -0.20 -0.64 -0.33
C -1.53 -0.32 -0.48
C -2.33 -0.27 0.71
N -2.96 -0.21 1.68
H 2.40 -0.14 -0.60
H 2.43 -0.81 1.05
H 2.50 0.94 0.80
H 0.11 0.31 1.47
H -0.24 1.49 -0.09
H 0.25 -0.94 -1.19
H -2.02 -0.74 -1.35
H -1.04 1.30 -0.44
*
```

These are the natural (NBO) partial charges, in e, on atoms 1 to 4:
1 C -0.6562
2 C -0.0151
3 N -0.4752
4 C -0.3053

***

Entry 3:
Computed, not measured: C54H48BrClLaN10O2S2 as an isolated structure in a non-equilibrium geometry, with ωB97M-V/def2-TZVPD.

E_HOMO (alpha / beta) in Eh: -0.1464 / -0.2219
Energy relative to the best compared isomer or geometry (same formula, charge and spin) in kcal per mole: 30.0
⟨S²⟩: 0.755
Kohn-Sham gap (alpha / beta) in Eh: 0.1099 / 0.1855
DFT total energy in eV: -180867.707
Largest force on an atom in eV Å⁻¹: 2.9

```
! wB97M-V def2-TZVPD RIJCOSX def2/J DEFGRID3
* xyz 0 2
La -1.82 -0.85 0.56
Br 0.26 11.00 7.34
C 0.07 9.30 6.49
C -0.61 9.22 5.28
C -0.75 7.99 4.67
C -0.22 6.83 5.26
C 0.50 6.95 6.46
C 0.63 8.18 7.08
N -0.32 5.59 4.68
N -1.37 5.44 3.95
C -1.61 4.32 3.24
C -2.93 4.23 2.76
C -3.40 3.14 2.08
C -2.58 2.03 1.79
O -3.02 0.99 1.20
C -1.19 2.12 2.21
N -0.39 1.08 1.86
C 0.87 1.11 2.25
C 1.43 2.17 2.96
C 0.65 3.25 3.29
C -0.71 3.24 2.94
H -1.03 10.10 4.83
H -1.26 7.89 3.73
H 0.93 6.06 6.90
H 1.16 8.27 8.02
H -3.58 5.07 2.98
H -4.43 3.10 1.76
H 1.48 0.26 1.98
H 2.48 2.14 3.23
H 1.04 4.11 3.81
N -3.39 -2.01 3.42
C -4.35 -0.99 3.04
C -4.60 0.07 3.90
C -5.54 1.02 3.56
C -6.22 0.92 2.36
C -5.96 -0.13 1.50
C -5.03 -1.11 1.82
C -4.85 -2.31 0.97
C -5.97 -3.10 0.76
C -5.86 -4.30 0.08
C -4.61 -4.70 -0.37
C -3.51 -3.88 -0.18
C -3.56 -2.64 0.47
H -3.39 -2.17 4.44
H -3.62 -2.87 2.90
H -4.07 0.14 4.84
H -5.73 1.85 4.23
H -6.96 1.67 2.09
H -6.47 -0.19 0.55
H -6.94 -2.79 1.14
H -6.73 -4.92 -0.08
H -4.50 -5.65 -0.88
H -2.55 -4.25 -0.55
N -2.14 0.54 -3.96
C -2.97 1.55 -3.53
C -3.57 2.60 -4.19
C -4.38 3.43 -3.45
C -4.59 3.21 -2.09
C -3.99 2.16 -1.42
C -3.15 1.33 -2.14
N -2.43 0.22 -1.76
C -1.86 -0.25 -2.87
C -1.14 -1.47 -2.93
C -0.56 -2.05 -4.06
S 0.11 -3.60 -3.66
C -0.42 -3.35 -2.02
N -1.03 -2.23 -1.80
H -1.85 0.37 -4.90
H -3.41 2.76 -5.25
H -4.87 4.27 -3.92
H -5.25 3.87 -1.55
H -4.16 1.98 -0.37
H -0.51 -1.69 -5.06
H -0.22 -4.09 -1.28
S -0.92 -1.84 4.32
C -1.87 -1.67 3.01
C 4.93 -1.14 0.21
C 5.49 -1.78 -1.07
C 5.18 -0.86 -2.25
C 7.02 -1.86 -0.90
C 4.90 -3.22 -1.29
O 4.93 -3.96 -0.08
C 5.72 -4.00 -2.37
C 5.03 -4.66 -3.57
C 4.57 -3.68 -4.62
C 3.24 -3.62 -5.01
C 2.81 -2.69 -5.94
C 3.72 -1.80 -6.49
Cl 3.18 -0.61 -7.62
C 5.06 -1.88 -6.15
C 5.48 -2.81 -5.22
C 3.40 -3.23 -1.70
N 2.49 -2.67 -0.74
C 1.72 -1.57 -0.83
N 0.94 -1.47 0.23
C 1.29 -2.56 0.97
N 2.20 -3.30 0.40
H 5.44 -0.19 0.38
H 5.08 -1.77 1.08
H 3.87 -0.92 0.13
H 5.76 0.05 -2.16
H 4.13 -0.58 -2.28
H 5.43 -1.33 -3.20
H 7.37 -0.95 -0.41
H 7.53 -1.92 -1.85
H 7.33 -2.70 -0.29
H 5.79 -3.87 0.33
H 6.23 -4.80 -1.82
H 6.49 -3.35 -2.77
H 4.19 -5.29 -3.26
H 5.77 -5.32 -4.03
H 2.53 -4.31 -4.60
H 1.77 -2.65 -6.22
H 5.77 -1.21 -6.61
H 6.53 -2.87 -4.97
H 3.12 -4.28 -1.78
H 3.26 -2.73 -2.65
H 1.75 -0.89 -1.65
H 0.86 -2.79 1.93
*
```

These are the Mulliken partial charges, in e, on atoms 1 to 4:
1 La 0.8634
2 Br -0.2096
3 C 0.1685
4 C -0.6034

***

Entry 4:
Computed, not measured: C5H4N2OS as an isolated structure in a non-equilibrium geometry, with ωB97M-V/def2-TZVPD.

E_HOMO (alpha / beta) in Eh: -0.3139 / -0.3139
Energy relative to the best compared isomer or geometry (same formula, charge and spin) in kcal per mole: 119.8
Kohn-Sham gap (alpha / beta) in Eh: 0.3115 / 0.3115
DFT total energy in eV: -21106.293
Largest force on an atom in eV Å⁻¹: 5.7

```
! wB97M-V def2-TZVPD RIJCOSX def2/J DEFGRID3
* xyz 0 1
C -0.39 0.15 1.78
C -0.30 -0.19 0.36
C 0.84 0.23 -0.25
C -1.21 -0.71 -0.71
C -0.55 -0.93 -1.86
N 1.68 1.10 1.30
N 0.73 0.82 2.10
O 1.28 0.68 -2.90
S 1.23 -0.36 -1.92
H -1.33 0.01 2.37
H -2.22 -0.77 -0.42
H -0.80 -1.19 -2.85
H 1.04 1.14 3.01
*
```

These are the natural (NBO) partial charges, in e, on atoms 1 to 4:
1 C -0.1513
2 C -0.1834
3 C -0.1500
4 C -0.1684